Entry w
The following is a DFT calculation (ωB97M-V/def2-TZVPD) of C10H16N4O4 in the gas phase.

Each line ends with the Löwdin charge.
Positions of all 34 atoms, in Å:
C: 1.12 -0.87 0.30  -0.31
C: 0.07 -1.81 -0.23  -0.41
C: 2.49 -1.50 0.23  -0.39
C: 2.99 -1.21 -1.17  -0.03
C: -2.14 -0.34 0.24  -0.19
C: -3.56 -0.85 0.44  -0.43
C: -2.21 1.02 -0.53  -0.05
C: -0.93 1.80 -0.28  -0.32
C: -0.31 2.60 -1.20  -0.02
C: 0.52 2.99 0.82  -0.17
H: 0.19 0.22 1.65  0.03
H: 1.62 -0.25 2.11  0.05
H: 1.06 0.07 -0.31  0.14
H: 2.32 -2.55 0.42  0.15
H: 3.49 -1.38 1.92  0.11
H: 3.01 -0.17 -1.27  0.06
H: 2.35 -1.70 -1.92  0.10
H: 3.99 -1.61 -1.29  0.08
H: -1.61 -1.93 -1.07  0.13
H: -1.73 -0.08 1.22  0.14
H: -3.08 1.58 -0.11  0.13
H: -2.38 0.88 -1.58  0.12
H: -0.31 2.71 -2.28  0.11
H: 1.17 3.32 1.59  0.12
H: 1.21 4.13 -0.82  0.15
H: -4.73 -2.30 -0.08  0.12
N: 0.80 -0.62 1.69  0.08
N: -1.24 -1.39 -0.31  0.14
N: -0.38 1.97 0.97  0.08
N: 0.66 3.36 -0.44  0.06
O: 0.37 -2.94 -0.59  0.07
O: 3.44 -0.85 1.10  -0.04
O: -4.46 -0.23 0.96  0.11
O: -3.80 -2.07 -0.18  0.09

Computed properties:
LUMO energy = 0.481 eV
SMILES = C[C@@H](O)[C@H](N)C(=O)N[C@@H](Cc1c[nH]cn1)C(=O)O
2S+1 = 1
Kohn-Sham gap = 9.5 eV
Net charge = 0

Entry x
The following is a DFT calculation (ωB97M-V/def2-TZVPD) of C10H16N4O4 in the gas phase.

Each line ends with the Löwdin charge.
Positions of all 34 atoms, in Å:
C: 1.18 -2.14 0.52  -0.33
C: 0.08 -1.30 1.06  -0.41
C: 2.51 -1.41 0.77  -0.08
C: 2.42 -0.03 0.18  -0.30
C: 2.38 1.24 0.68  -0.05
C: 2.81 1.30 -1.48  -0.22
C: -2.07 -0.44 0.42  -0.18
C: -3.15 -0.80 -0.72  -0.44
C: -1.91 1.07 0.62  -0.35
C: -1.34 1.79 -0.59  -0.03
H: 1.25 -1.79 -1.53  0.08
H: 1.48 -3.36 -1.12  0.12
H: 1.10 -3.01 1.14  0.15
H: 2.68 -1.12 1.87  0.14
H: 3.29 -2.07 0.34  0.12
H: 2.09 1.62 1.65  0.12
H: 2.95 1.80 -2.42  0.12
H: 2.49 3.07 -0.40  0.14
H: -0.82 -1.69 -0.76  0.13
H: -2.50 -0.71 1.37  0.15
H: -1.25 1.09 1.53  0.14
H: -3.22 2.54 0.92  0.09
H: -1.29 2.96 -0.45  0.11
H: -1.91 1.60 -1.57  0.11
H: -0.28 1.40 -0.67  0.07
H: -4.12 0.63 0.04  0.13
N: 0.93 -2.49 -0.85  0.04
N: 2.73 0.02 -1.21  0.10
N: 2.66 2.09 -0.40  0.05
N: -0.81 -1.02 0.05  0.11
O: -0.05 -0.75 2.19  0.02
O: -2.93 -1.71 -1.53  0.08
O: -3.18 1.62 1.15  -0.05
O: -4.19 0.02 -0.80  0.10

Computed properties:
LUMO energy = 0.436 eV
SMILES = C[C@@H](O)[C@H](NC(=O)[C@@H](N)Cc1c[nH]cn1)C(=O)O
2S+1 = 1
Kohn-Sham gap = 9.5 eV
Net charge = 0

Which structure is the least stable? The one labeled entry w.

Entry w
The following is a DFT calculation (ωB97M-V/def2-TZVPD) of 2 unconnected molecules or ions with the total composition C3H8NOS.

Each line ends with the Löwdin spin population.
Positions of all 14 atoms, in Å:
C: -3.74 0.70 -0.11  0.11
S: -1.96 0.64 -0.32  0.84
H: -4.07 1.69 0.19  0.00
H: -4.24 0.41 -1.03  0.01
H: -4.00 0.00 0.69  0.03
O: 3.29 -1.85 0.19  0.00
C: 2.67 -0.89 -0.21  0.00
C: 1.27 -0.54 0.24  0.00
N: 1.18 0.91 0.40  0.00
H: 3.09 -0.22 -0.98  0.00
H: 0.59 -0.80 -0.58  0.00
H: 1.04 -1.13 1.13  0.00
H: 0.23 1.24 0.25  0.00
H: 1.50 1.20 1.32  0.00

Computed properties:
LUMO energy (alpha / beta) = 0.752 / -2.360 eV
2S+1 = 2
Kohn-Sham gap (alpha / beta) = 10.1 / 6.9 eV
Net charge = 0

Entry x
The following is a DFT calculation (ωB97M-V/def2-TZVPD) of C3H8NOS in the gas phase.

Each line ends with the Löwdin spin population.
Positions of all 14 atoms, in Å:
C: 0.90 -0.36 -0.21  0.01
C: 0.58 0.18 1.24  0.00
S: 1.65 1.58 1.84  0.00
N: -0.18 -1.24 -0.81  0.14
C: -1.49 -0.39 -0.93  0.06
O: -1.18 0.87 -1.11  0.76
H: 1.84 -0.83 -0.08  0.00
H: 0.88 0.65 -0.77  0.00
H: -0.49 0.58 1.15  0.00
H: 0.61 -0.55 1.97  0.00
H: 0.69 2.48 1.19  0.00
H: 0.20 -1.63 -1.64  0.00
H: -2.04 -0.55 0.04  0.03
H: -1.97 -0.81 -1.87  0.00

Computed properties:
LUMO energy (alpha / beta) = 0.820 / -2.326 eV
2S+1 = 2
Kohn-Sham gap (alpha / beta) = 9.9 / 6.8 eV
Net charge = 0

Which structure is the least stable? The one labeled entry x.

Entry w
The following is a DFT calculation (ωB97M-V/def2-TZVPD) of a gas-phase ion, C3H6N (charge +1).

Each line ends with the Löwdin charge.
Positions of all 10 atoms, in Å:
C: 0.36 -0.91 -0.70  0.01
C: 0.67 0.42 -0.04  -0.08
C: -0.28 -0.47 0.57  -0.13
N: -0.71 0.91 0.25  0.19
H: -0.16 -0.80 -1.69  0.13
H: 1.35 -1.51 -0.63  0.17
H: 1.54 0.86 0.15  0.11
H: -0.41 -1.08 1.52  0.19
H: -0.93 1.50 1.07  0.20
H: -1.43 1.08 -0.49  0.20

Computed properties:
LUMO energy = -3.644 eV
SMILES = C1[C@@H]2[NH2+][C@H]12
2S+1 = 1
Kohn-Sham gap = 12.7 eV
Net charge = +1

Entry x
The following is a DFT calculation (ωB97M-V/def2-TZVPD) of a gas-phase ion, C3H6N (charge +1).

Each line ends with the Löwdin charge.
Positions of all 10 atoms, in Å:
C: 2.43 0.24 -0.21  0.26
C: 0.94 0.00 -0.62  -0.04
C: -0.23 -0.64 -0.05  -0.26
N: -1.28 0.44 0.23  0.14
H: 3.40 0.58 -0.47  0.00
H: 0.19 -1.20 0.87  0.17
H: -0.80 -1.31 -0.70  0.12
H: -1.16 1.23 -0.53  0.22
H: -1.20 0.53 1.26  0.18
H: -2.29 0.12 0.22  0.18

Computed properties:
LUMO energy (alpha / beta) = -5.094 / -5.072 eV
SMILES = C#CC[NH3+]
2S+1 = 1
Kohn-Sham gap (alpha / beta) = 9.0 / 9.0 eV
Net charge = +1

Entry y
The following is a DFT calculation (ωB97M-V/def2-TZVPD) of a gas-phase ion, C3H6N (charge +1).

Each line ends with the Löwdin charge.
Positions of all 10 atoms, in Å:
C: 0.76 -0.32 0.92  0.05
C: 0.42 0.68 -0.37  -0.02
C: -0.65 0.07 0.49  -0.11
N: -0.54 -0.24 -0.92  0.08
H: 1.11 -1.26 0.64  0.07
H: 1.27 0.12 1.83  0.15
H: 0.97 1.43 -0.84  0.13
H: -1.53 0.33 1.17  0.19
H: -1.25 0.36 -1.53  0.24
H: -0.56 -1.20 -1.39  0.22

Computed properties:
LUMO energy = -3.742 eV
SMILES = C1[C@@H]2[NH2+][C@H]12
2S+1 = 1
Kohn-Sham gap = 12.2 eV
Net charge = +1

Entry z
The following is a DFT calculation (ωB97M-V/def2-TZVPD) of a gas-phase ion, C3H6N (charge +1).

Each line ends with the Löwdin charge.
Positions of all 10 atoms, in Å:
C: -1.85 0.71 -0.47  0.17
C: -0.78 0.22 0.11  0.09
C: 1.51 -0.38 0.13  -0.02
N: 0.20 -0.53 0.63  0.07
H: -1.92 1.68 -0.85  0.09
H: -2.62 0.02 -0.81  0.12
H: 1.75 0.69 0.14  0.12
H: 2.15 -0.99 0.60  0.07
H: 1.57 -0.53 -0.99  0.14
H: 0.00 -0.88 1.51  0.15

Computed properties:
LUMO energy = -6.037 eV
SMILES = C=C=[NH+]C
2S+1 = 1
Kohn-Sham gap = 10.2 eV
Net charge = +1

Which structure is the least stable? The one labeled entry x.

Entry w
The following is a DFT calculation (ωB97M-V/def2-TZVPD) of a gas-phase ion, C3H6N (charge +1).

Each line ends with the Löwdin charge.
Positions of all 10 atoms, in Å:
C: -0.80 0.29 0.47  -0.12
C: -1.44 -0.73 -0.11  0.07
C: 1.50 0.54 -0.52  0.23
N: 0.72 0.21 0.53  0.04
H: -1.19 1.35 0.67  0.14
H: -1.22 -1.72 0.38  0.11
H: -2.23 -0.87 -0.84  0.09
H: 2.55 0.18 -0.55  0.14
H: 1.04 1.41 -1.02  0.13
H: 1.06 -0.66 0.99  0.17

Computed properties:
LUMO energy = -6.245 eV
SMILES = C=C[NH+]=C
2S+1 = 1
Kohn-Sham gap = 8.5 eV
Net charge = +1

Entry x
The following is a DFT calculation (ωB97M-V/def2-TZVPD) of 2 unconnected molecules or ions with the total composition C3H6N.

Each line ends with the Löwdin charge.
Positions of all 10 atoms, in Å:
C: -0.23 -0.04 -0.28  0.21
C: -0.39 -0.26 -2.49  0.25
C: 0.40 0.20 2.15  -0.03
N: 0.25 0.04 0.76  0.06
H: -1.01 0.70 -2.67  0.08
H: 0.61 -0.01 -2.77  0.04
H: -1.02 -1.20 -2.53  0.09
H: -0.49 0.44 2.67  0.11
H: 0.63 -0.63 2.70  0.08
H: 1.25 0.76 2.45  0.11

Computed properties:
LUMO energy = -6.133 eV
2S+1 = 1
Kohn-Sham gap = 11.0 eV
Net charge = +1

Entry y
The following is a DFT calculation (ωB97M-V/def2-TZVPD) of a molecular structure, C3H6N.

Each line ends with the Löwdin charge.
Positions of all 10 atoms, in Å:
C: -0.13 -0.61 1.25  0.01
C: 1.00 0.01 1.08  0.13
C: -0.45 0.57 -0.99  -0.02
N: 0.17 -0.43 -0.15  -0.11
H: -1.26 -1.10 1.96  0.29
H: 2.06 0.29 1.36  0.17
H: -1.12 1.17 -0.33  0.12
H: 0.31 1.11 -1.64  0.13
H: -1.11 0.16 -1.82  0.12
H: 0.52 -1.18 -0.71  0.17

Computed properties:
LUMO energy = -4.341 eV
2S+1 = 1
Kohn-Sham gap = 12.2 eV
Net charge = +1

Which structure is the least stable? The one labeled entry y.